42
Properties=species:S:1:pos:R:3:forces:R:3 method="wB97M-V/def2-TZVPD" homo_energy_ev=-8.1 spin_multiplicity=1 e_lumo_ev=-0.65 largest_force_ha_per_bohr=0.3234 de_lowest_kcal_mol=451.0 homo_lumo_gap_ha=0.27283
C 0.891835 -0.077490 -4.958225 5.1 1.6 0.2
H 0.742014 1.055999 -4.695531 1.1 -1.8 -0.7
O 1.119968 -0.830109 -3.770660 4.8 -0.4 -6.7
C 0.436737 -0.678156 -2.748506 -5.6 5.0 -3.5
C 0.823987 -1.244791 -1.735591 9.2 -10.1 6.0
C 0.291840 -1.405401 -0.522745 -0.9 0.6 1.1
C -0.747495 -0.640680 -0.360236 -9.8 4.0 -2.1
C -1.513302 0.048534 -1.544125 12.4 -5.3 -0.3
C -0.781636 0.011398 -2.752304 -1.2 -0.6 5.6
H -1.107332 0.626813 -3.463681 -1.3 1.8 -3.4
H -2.374675 0.390908 -1.507116 -7.7 3.4 0.7
N -1.727838 -0.710916 0.733067 7.5 -5.1 0.7
C -1.238436 -1.220751 1.881372 5.6 -9.4 1.4
C -0.138594 -2.326162 1.823531 -3.1 6.8 -5.9
C 0.611967 -2.216076 0.555840 8.5 -6.7 4.4
O 1.892269 -2.946193 0.525304 -6.8 3.7 -0.3
H 0.265958 -2.722664 2.672108 0.9 -1.1 1.8
C -1.871573 -1.387933 3.195130 -4.4 -0.7 1.0
H -2.065315 -0.470562 3.722970 0.5 0.5 0.5
H -1.451946 -2.208924 3.908385 -0.6 1.7 -1.8
H -3.075979 -1.638859 2.959722 2.9 0.0 0.6
C -2.410562 0.295090 1.124586 -10.3 5.5 1.4
H -3.288932 0.027078 1.917221 1.8 0.3 -2.1
H -2.917605 0.674747 0.287958 -1.8 0.5 -1.4
C -1.942705 1.510869 1.660851 11.4 7.5 9.5
O -1.719481 1.844014 3.015258 -3.1 -2.5 -7.3
N -0.805900 2.339079 0.854842 -7.2 -6.2 -4.3
H -0.993265 1.676922 -0.077792 2.0 3.1 2.3
C 0.516998 2.782668 1.198406 -3.8 -3.1 6.1
C 1.551474 1.848611 1.043931 0.1 -0.9 -2.5
C 1.955896 0.796408 1.769460 -0.1 2.8 -1.6
C 2.871761 0.223858 0.882696 3.6 -10.7 10.9
C 2.860737 0.684164 -0.232903 0.7 5.8 -11.9
O 2.025815 1.855188 -0.303675 0.6 -2.2 2.8
H 3.410255 0.558652 -1.222282 -0.8 -0.2 1.8
H 3.496325 -0.863132 1.307185 -1.9 3.6 -1.9
H 1.682380 0.773072 2.770438 0.0 -0.9 1.6
H 0.732890 3.589961 0.733749 1.1 5.7 -3.2
H 0.313881 3.010192 2.273536 0.8 0.2 -0.4
H 1.850285 -2.244339 -1.824010 -3.0 3.6 0.1
H 0.003458 -0.367171 -5.276589 -4.0 -1.4 -2.3
H 1.823842 -0.423917 -5.821574 -3.0 1.5 3.0



18
Properties=species:S:1:pos:R:3:forces:R:3 method="wB97M-V/def2-TZVPD" homo_energy_ev="-3.0 / -8.4" spin_multiplicity=2 s2=0.755 e_lumo_ev="0.11 / 0.07" largest_force_ha_per_bohr=0.0770 de_lowest_kcal_mol=73.3 homo_lumo_gap_ha="0.11252 / 0.31116"
C 0.425750 -1.254727 -2.786789 0.7 -0.3 1.9
C 0.788776 -0.540606 -1.496765 -1.7 0.0 0.4
C 1.872488 0.270086 -1.261508 1.1 -0.9 0.9
N -0.084861 -0.934021 -0.308909 -0.1 0.1 -2.5
H 0.625487 -2.346316 -2.670878 0.1 0.2 -0.1
H -0.604707 -1.181542 -3.019133 -1.1 0.2 -0.3
H 1.002412 -0.869793 -3.601581 0.4 0.2 -0.4
H 2.415270 0.336668 -0.183476 -1.3 0.0 -2.6
H 2.398337 0.344851 -2.239536 0.5 0.4 1.2
H -0.418969 -1.947578 -0.268804 0.0 0.7 -0.2
H -0.812543 -0.234642 -0.079037 -0.2 -0.8 -0.6
H 0.441932 -0.779126 0.498705 1.9 -0.1 2.1
H -1.015062 1.387607 2.014764 -1.3 -2.8 -0.8
H -2.134548 0.158858 1.706708 0.5 0.8 0.4
O -1.226455 0.475324 1.557011 0.4 1.9 0.6
H -1.409361 1.832980 4.559070 0.7 -0.5 -1.0
H -1.286324 3.131009 3.851042 1.1 -2.3 -0.9
O -0.977617 2.150972 3.729110 -1.7 3.0 1.9



8
Properties=species:S:1:pos:R:3:forces:R:3 method="wB97M-V/def2-TZVPD" homo_energy_ev=-9.4 spin_multiplicity=1 e_lumo_ev=-0.34 largest_force_ha_per_bohr=0.0524 smiles="C=C=O.SCl" de_lowest_kcal_mol=40.6 homo_lumo_gap_ha=0.33451
C -0.134842 -1.834488 0.002164 -0.4 -2.4 -0.8
C 0.744582 -0.893495 -0.249878 -0.2 2.3 1.4
O -0.875113 -2.741812 0.129313 1.3 2.0 0.1
S -2.122534 0.923102 0.197963 0.2 -1.1 -0.4
Cl -3.770279 -0.303984 -0.111194 0.7 0.4 0.1
H -1.113821 0.007691 -0.202824 -1.6 1.2 0.2
H 0.653533 0.037182 0.391831 0.3 -1.5 -0.5
H 1.441914 -0.738692 -1.063068 -0.3 -0.8 -0.1



87
Properties=species:S:1:pos:R:3:forces:R:3 method="wB97M-V/def2-TZVPD" homo_energy_ev=-11.9 spin_multiplicity=1 charge=+1 e_lumo_ev=-1.61 largest_force_ha_per_bohr=0.2066 homo_lumo_gap_ha=0.37798
K -0.098149 -0.975000 -0.107897 0.1 -0.1 0.2
C -6.311149 0.126000 -2.788897 -0.3 1.1 0.4
C -4.844149 0.758000 -2.647897 -1.5 -1.5 0.1
C -4.380149 1.069000 -1.165897 1.9 2.9 -3.8
O -3.061149 0.499000 -1.119897 -0.4 0.2 0.6
C -2.884149 -0.342000 -2.135897 2.1 -1.2 -0.4
O -1.872149 -1.031000 -2.289897 -2.6 1.4 0.4
O -3.933149 -0.305000 -2.950897 0.3 -0.9 -0.9
H -7.149149 0.886000 -2.604897 1.4 -0.9 0.1
H -6.459149 -0.766000 -2.153897 0.3 0.7 0.2
H -6.554149 -0.280000 -3.774897 0.7 0.4 -0.2
H -4.674149 1.501000 -3.468897 -0.2 -0.1 1.3
H -4.984149 0.718000 -0.431897 -1.8 -1.5 2.1
H -4.276149 2.171000 -1.052897 0.0 -0.7 0.1
C -1.547149 5.435000 2.891103 0.1 -0.3 -1.4
C -1.202149 4.008000 3.112103 -0.3 0.8 -1.3
C -2.374149 3.181000 3.494103 0.5 -0.3 0.6
O -2.224149 2.061000 2.650103 -3.9 -2.5 4.1
C -1.367149 2.211000 1.732103 0.2 -1.6 -2.2
O -1.168149 1.347000 0.922103 0.8 1.0 -0.2
O -0.943149 3.427000 1.827103 3.3 2.7 -1.7
H -2.289149 5.369000 2.101103 -0.5 0.7 0.1
H -0.720149 5.993000 2.492103 0.5 0.2 -0.1
H -1.866149 5.911000 3.777103 -0.7 0.5 0.9
H -0.313149 3.957000 3.684103 0.8 -0.7 0.9
H -3.303149 3.666000 3.314103 -0.8 0.4 -0.5
H -2.352149 2.937000 4.530103 0.0 -0.8 0.8
C 3.497851 -2.200000 -3.499897 1.4 0.6 -2.4
O 3.763851 -3.258000 -2.649897 -0.4 -1.7 1.6
C 2.868851 -3.575000 -1.722897 -6.5 3.8 1.4
O 1.721851 -2.771000 -1.366897 7.1 -4.6 -2.2
O 3.068851 -4.772000 -1.197897 1.3 2.9 -2.3
C 2.051851 -5.326000 -0.447897 -0.9 -1.4 2.0
H 4.277851 -2.068000 -4.259897 0.9 -0.8 0.7
H 3.519851 -1.279000 -3.030897 -0.8 1.7 1.3
H 2.730851 -2.329000 -4.215897 -1.9 -0.4 0.3
H 1.055851 -5.355000 -0.931897 0.8 -0.2 -0.2
H 1.900851 -4.803000 0.508103 0.2 0.0 -0.3
H 2.550851 -6.296000 -0.253897 -1.3 0.1 0.2
C 3.746851 -0.508000 -0.225897 -1.3 -1.0 -1.9
O 4.021851 0.532000 0.614103 3.1 2.0 2.1
C 3.150851 1.298000 1.096103 -10.6 -0.9 0.9
O 1.735851 0.893000 0.931103 8.0 2.8 0.9
O 3.466851 2.387000 1.846103 1.1 -1.9 -2.0
C 2.430851 3.365000 1.978103 -1.7 0.0 -1.7
H 3.174851 -1.356000 0.130103 0.2 0.1 0.7
H 4.638851 -0.728000 -0.744897 1.4 -0.8 0.2
H 3.162851 -0.146000 -1.026897 -1.2 0.5 -0.7
H 1.773851 3.035000 2.750103 -0.7 -0.4 0.4
H 1.835851 3.466000 1.005103 0.9 -0.3 1.4
H 2.778851 4.341000 2.281103 1.0 -0.1 -0.1
C 4.055851 -3.146000 2.151103 -3.0 -1.2 -0.3
O 3.591851 -2.158000 3.091103 0.1 1.4 0.1
C 2.378851 -1.672000 2.970103 -6.3 -3.7 -6.0
O 1.365851 -2.249000 2.152103 6.0 2.5 4.4
O 2.108851 -0.541000 3.535103 3.7 -1.5 0.7
C 0.836851 -0.090000 3.616103 -2.5 3.3 -1.4
H 5.076851 -3.327000 2.236103 1.7 0.3 0.6
H 3.793851 -2.935000 1.108103 0.0 0.3 0.5
H 3.524851 -4.071000 2.419103 0.2 0.1 -0.2
H 0.201851 -0.114000 2.726103 0.3 -1.3 0.0
H 0.956851 0.998000 3.601103 0.1 0.1 0.8
H 0.326851 -0.373000 4.498103 -0.4 -0.7 0.9
C 4.827851 2.730000 -4.098897 2.5 -2.1 -2.5
C 3.969851 1.563000 -3.603897 -0.8 0.7 -2.2
C 2.543851 2.098000 -3.417897 -0.8 -2.0 2.2
C 1.665851 1.164000 -2.640897 2.2 1.6 -2.3
N 0.944851 0.476000 -2.121897 -1.9 -1.8 1.4
H 4.448851 3.668000 -3.860897 -0.8 1.6 0.4
H 4.969851 2.662000 -5.254897 -0.4 0.3 2.0
H 5.875851 2.695000 -3.705897 -0.9 -0.1 -0.2
H 4.289851 1.237000 -2.671897 0.8 -0.7 1.7
H 4.008851 0.689000 -4.325897 -0.2 1.0 0.9
H 1.982851 2.200000 -4.312897 -0.2 1.0 -1.0
H 2.482851 2.909000 -2.688897 0.5 0.9 -0.9
C -5.123149 -2.533000 -0.169897 1.1 -0.1 -0.3
C -5.037149 -3.359000 1.098103 1.4 -0.3 -0.3
C -4.533149 -2.458000 2.233103 -1.9 2.7 -0.4
C -3.279149 -1.771000 1.976103 4.8 1.3 -1.0
N -2.248149 -1.227000 1.736103 -4.2 -2.3 1.0
H -5.736149 -1.725000 0.093103 -0.6 1.9 0.4
H -5.733149 -2.955000 -0.920897 -0.3 -1.2 -1.0
H -4.188149 -2.175000 -0.639897 -0.3 -0.3 0.5
H -4.286149 -4.200000 1.048103 -1.2 0.5 -0.2
H -6.073149 -3.693000 1.238103 0.5 -0.3 0.7
H -4.576149 -2.892000 3.203103 0.3 -0.5 0.8
H -5.193149 -1.504000 2.308103 0.3 -1.6 0.0